{"formula": "C34H44N7PPt", "method": "the ωB97M-V functional and the def2-TZVPD basis", "symbols": ["Pt", "C", "N", "C", "C", "N", "C", "C", "C", "C", "C", "C", "N", "C", "N", "C", "C", "N", "C", "C", "N", "C", "C", "H", "H", "H", "H", "H", "H", "H", "H", "H", "H", "H", "H", "H", "H", "H", "H", "H", "H", "H", "H", "H", "H", "H", "H", "H", "H", "H", "H", "N", "C", "C", "C", "C", "C", "C", "P", "C", "C", "C", "C", "C", "C", "C", "C", "C", "C", "C", "C", "H", "H", "H", "H", "H", "H", "H", "H", "H", "H", "H", "H", "H", "H", "H", "H"], "xyz": [[0.558447, 0.271132, 0.387994], [3.147096, -3.352498, -1.314790], [1.946093, -2.511620, -1.226413], [1.889647, -1.422811, -2.194858], [0.980143, -2.768149, -0.328668], [0.209909, -1.797511, 0.163661], [-1.100820, -2.100763, 0.671634], [-1.964773, -3.042936, 0.131595], [-3.220618, -3.242769, 0.687926], [-3.624468, -2.481081, 1.776671], [-2.784962, -1.493467, 2.273987], [-1.532690, -1.297154, 1.709392], [-0.675051, -0.201587, 2.030099], [-0.594962, 0.247548, 3.288359], [-0.668451, -0.585785, 4.338119], [-0.257584, -1.979824, 4.230184], [-1.342926, -0.221496, 5.587145], [-0.426218, 1.557631, 3.542544], [-0.826035, 2.580659, 2.593653], [0.332602, 2.024026, 4.705948], [0.880251, -4.054681, 0.098389], [0.870471, -5.163038, -0.854023], [0.577111, -4.414591, 1.477162], [3.066836, -4.110285, -2.093760], [3.340790, -3.840243, -0.363848], [3.988563, -2.706076, -1.555924], [1.605885, -1.792021, -3.182278], [2.870552, -0.953850, -2.266744], [1.163019, -0.677267, -1.906886], [-1.655020, -3.619340, -0.733023], [-3.888111, -3.979696, 0.260477], [-4.603263, -2.628247, 2.214151], [-3.117774, -0.846594, 3.079927], [0.469236, -2.074607, 3.428132], [-1.104742, -2.639353, 4.034487], [0.212982, -2.270374, 5.169216], [-1.886488, 0.709683, 5.461670], [-0.637065, -0.126158, 6.412367], [-2.060698, -1.005309, 5.831039], [-1.504571, 2.170420, 1.851545], [0.049310, 2.989915, 2.089912], [-1.322826, 3.390579, 3.128940], [0.955423, 1.220320, 5.092615], [-0.310743, 2.392800, 5.505088], [0.977494, 2.844172, 4.387823], [0.814936, -4.784495, -1.871820], [-0.017070, -5.769851, -0.666198], [1.748772, -5.802625, -0.756420], [0.691911, -3.549487, 2.122012], [1.285000, -5.182073, 1.794957], [-0.437013, -4.802695, 1.584707], [2.632383, 1.370067, 0.166949], [2.807395, 2.048547, -1.110594], [4.079528, 2.368023, -1.560369], [4.230356, 3.099954, -2.729565], [3.114480, 3.544204, -3.432352], [1.847601, 3.210761, -2.985060], [1.684826, 2.417968, -1.847229], [0.060203, 1.808170, -1.337746], [-1.029261, 3.245309, -1.338494], [-2.034605, 3.380621, -2.294336], [-2.786134, 4.550045, -2.335189], [-2.539021, 5.575170, -1.434431], [-1.533248, 5.443710, -0.483596], [-0.782568, 4.282252, -0.436343], [-0.566208, 0.696651, -2.635712], [-1.654907, -0.118188, -2.309966], [-2.169881, -0.999334, -3.248579], [-1.600385, -1.078375, -4.515556], [-0.521004, -0.270778, -4.843301], [-0.003618, 0.615889, -3.906987], [3.474587, 0.875824, 0.439255], [2.463858, 2.066015, 0.888813], [4.951163, 2.077146, -0.982491], [5.224862, 3.353321, -3.075245], [3.233903, 4.143206, -4.326224], [0.974460, 3.553012, -3.530515], [-2.244855, 2.584252, -2.996611], [-3.567942, 4.655697, -3.075570], [-3.126216, 6.483521, -1.474310], [-1.332573, 6.247744, 0.213310], [0.018958, 4.201474, 0.284768], [-2.107814, -0.066195, -1.324512], [-3.020578, -1.619136, -2.992068], [-2.004623, -1.763513, -5.250465], [-0.082636, -0.324518, -5.831392], [0.841982, 1.235009, -4.176163]], "atomic_forces_ev_per_a": [[0.4, 0.5, 0.6], [-0.2, 0.1, 0.0], [0.3, 0.0, -0.2], [0.0, -0.2, 0.1], [0.1, -0.1, 0.1], [-0.8, -0.1, -0.1], [0.6, -0.2, -0.5], [0.0, -0.2, -0.1], [0.1, 0.0, 0.0], [0.1, 0.1, 0.0], [-0.2, 0.0, 0.1], [0.2, 0.6, 0.4], [-0.4, -0.2, 0.1], [-0.1, 0.1, -0.1], [0.0, -0.2, 0.3], [0.0, 0.1, 0.1], [0.1, -0.1, -0.1], [0.1, 0.0, 0.1], [0.0, 0.0, 0.1], [0.0, 0.0, -0.1], [0.0, 0.0, 0.0], [0.0, 0.1, 0.1], [0.0, 0.0, -0.1], [0.0, 0.0, 0.0], [-0.1, 0.0, 0.0], [0.0, 0.0, 0.0], [0.1, -0.1, 0.0], [0.0, 0.0, 0.0], [0.0, -0.1, 0.1], [0.0, 0.0, 0.0], [0.0, 0.0, 0.0], [0.0, 0.0, 0.0], [0.0, -0.1, -0.1], [0.0, 0.0, 0.0], [0.0, 0.0, 0.0], [0.0, 0.0, 0.0], [0.0, 0.0, 0.0], [0.0, 0.0, 0.0], [0.0, 0.0, 0.0], [0.0, 0.0, 0.0], [0.1, 0.1, -0.1], [0.0, 0.0, 0.0], [0.0, 0.0, 0.0], [0.0, 0.0, 0.0], [0.0, 0.0, 0.0], [0.0, 0.0, 0.0], [0.0, 0.0, 0.0], [0.0, 0.0, 0.0], [0.0, 0.0, -0.1], [0.0, 0.0, 0.0], [0.0, 0.0, 0.0], [-0.2, 0.1, -0.3], [0.1, -0.1, 0.1], [0.0, 0.1, 0.0], [0.0, 0.0, 0.0], [0.1, 0.0, 0.0], [0.0, 0.0, 0.0], [-0.1, 0.1, 0.0], [-0.1, -0.6, -0.2], [0.0, 0.0, 0.1], [-0.1, 0.1, 0.1], [0.0, -0.1, 0.0], [0.0, 0.0, 0.0], [0.0, 0.0, 0.0], [0.0, 0.1, -0.1], [-0.1, 0.3, -0.1], [0.0, 0.0, 0.0], [0.0, 0.0, 0.0], [0.0, 0.0, 0.0], [0.0, 0.0, 0.0], [-0.1, 0.1, -0.1], [0.0, -0.1, -0.1], [0.1, 0.1, 0.0], [0.0, 0.0, 0.0], [0.0, 0.0, 0.0], [0.0, 0.0, 0.1], [0.0, 0.0, 0.0], [0.0, 0.0, 0.0], [0.0, 0.0, 0.0], [0.0, 0.0, 0.0], [0.0, 0.0, 0.0], [0.1, 0.0, 0.0], [0.0, 0.0, 0.0], [0.0, 0.0, 0.0], [0.0, 0.0, 0.0], [0.0, 0.0, 0.0], [0.0, 0.0, 0.0]], "lowdin_charge": [1.04, -0.02, -0.11, -0.03, -0.36, -0.01, -0.26, -0.03, -0.06, -0.05, -0.02, -0.27, -0.04, -0.39, -0.13, -0.02, -0.02, -0.13, -0.05, -0.02, -0.15, -0.03, -0.01, 0.09, 0.10, 0.09, 0.11, 0.10, 0.01, 0.12, 0.12, 0.12, 0.12, 0.08, 0.10, 0.11, 0.10, 0.10, 0.10, 0.08, 0.06, 0.11, 0.10, 0.10, 0.10, 0.10, 0.10, 0.10, 0.07, 0.11, 0.10, -0.02, -0.32, -0.02, -0.04, -0.04, -0.07, -0.31, 0.97, -0.35, -0.06, -0.05, -0.05, -0.06, -0.10, -0.41, -0.11, -0.05, -0.05, -0.06, -0.09, 0.10, 0.09, 0.12, 0.12, 0.12, 0.12, 0.11, 0.12, 0.12, 0.12, 0.09, 0.11, 0.11, 0.12, 0.12, 0.10], "gap_ev": [8.019, 6.337], "multiplicity": 3, "lumo_energy_ev": [-4.66, -6.71], "charge": 2, "total_energy_ha": -2165.461941, "s2": 2.005}